--- i ---
DFT (the ωB97M-V functional and the def2-TZVPD basis) results for Cl2H2O2P2 in the gas phase.

Bonds (Å) are listed after each position.
CARTESIAN COORDINATES (ANGSTROEM)
1 O -0.306 -0.604 1.898  P2 1.431
2 P -0.300 -0.098 0.559  O1 1.431, O3 1.634, H7 1.405, H8 1.380
3 O -1.724 0.563 0.107  P2 1.634, P4 1.713
4 P -3.192 -0.022 0.767  O3 1.713, Cl5 2.109, Cl6 1.982
5 Cl -3.377 -1.751 -0.427  P4 2.109
6 Cl -4.247 1.303 -0.262  P4 1.982
7 H 0.381 1.100 0.286  P2 1.405
8 H -0.198 -0.978 -0.499  P2 1.380

Summary:
SMILES string ... O=[PH2]OP(Cl)Cl
Total charge ... 0
Gap between HOMO and LUMO ... 0.4017 Eh
HOMO ... -0.3848 Ha



--- ii ---
DFT (the ωB97M-V functional and the def2-TZVPD basis) results for Cl2H2O2P2 in the gas phase.

Bonds (Å) are listed after each position.
CARTESIAN COORDINATES (ANGSTROEM)
1 O -0.927 0.007 1.226  P2 1.499
2 P -0.948 0.055 -0.272  O1 1.499, Cl3 2.004, Cl4 1.954, O5 1.695
3 Cl -1.647 -1.697 -0.947  P2 2.004
4 Cl -1.926 1.522 -1.115  P2 1.954
5 O 0.633 0.030 -0.884  P2 1.695, P6 1.627
6 P 1.960 -0.051 0.054  O5 1.627, H7 1.549, H8 1.458
7 H 1.196 -0.966 1.044  P6 1.549
8 H 1.658 1.102 0.894  P6 1.458

Summary:
SMILES string ... O=P(Cl)(Cl)OP
Total charge ... 0
Gap between HOMO and LUMO ... 0.3731 Eh
HOMO ... -0.3728 Ha



Least stable = ii



--- i ---
DFT (the ωB97M-V functional and the def2-TZVPD basis) results for a 2-piece molecular cluster, C4H12OS2 overall.

Bonds (Å) are listed after each position.
CARTESIAN COORDINATES (ANGSTROEM)
1 C 1.344 1.999 -1.786  C2 1.520, H7 1.090, H8 1.097, H9 1.093
2 C 0.301 0.908 -1.606  C1 1.520, C3 1.527, H10 1.101, H11 1.101
3 C 0.417 -0.311 -2.519  C2 1.527, S4 1.830, H12 1.088, H13 1.096
4 S 1.737 -1.493 -2.064  C3 1.830, S5 2.057
5 S 1.815 -1.603 -0.011  S4 2.057, C6 1.827
6 C 0.178 -2.162 0.577  S5 1.827, H14 1.084, H15 1.090, H16 1.082
7 H 2.310 1.524 -1.956  C1 1.090
8 H 1.185 2.710 -2.606  C1 1.097
9 H 1.458 2.564 -0.858  C1 1.093
10 H 0.451 0.498 -0.595  C2 1.101
11 H -0.719 1.292 -1.452  C2 1.101
12 H -0.533 -0.827 -2.646  C3 1.088
13 H 0.836 0.024 -3.475  C3 1.096
14 H -0.537 -1.351 0.646  C6 1.084
15 H -0.067 -3.017 -0.055  C6 1.090
16 H 0.360 -2.529 1.579  C6 1.082
17 O -3.822 0.679 6.500  H18 0.960, H19 0.966
18 H -3.793 0.608 5.542  O17 0.960
19 H -2.920 0.487 6.786  O17 0.966

Summary:
SMILES string ... CCCSSC.O
Total charge ... 0
Gap between HOMO and LUMO ... 0.3287 Eh
HOMO ... -0.3093 Ha



--- ii ---
DFT (the ωB97M-V functional and the def2-TZVPD basis) results for a 2-piece molecular cluster, C4H12OS2 overall.

Bonds (Å) are listed after each position.
CARTESIAN COORDINATES (ANGSTROEM)
1 C 2.584 0.993 0.251  C2 1.531, H7 1.092, H8 1.101, H9 1.080
2 C 2.111 -0.376 -0.246  C1 1.531, C3 1.546, H10 1.096, H11 1.087
3 C 1.122 -0.253 -1.428  C2 1.546, S4 1.873, H12 1.101, H13 1.086
4 S -0.559 -0.323 -0.605  C3 1.873, S5 2.096
5 S -2.376 -0.703 -1.579  S4 2.096, C6 1.856
6 C -3.572 -0.234 -0.239  S5 1.856, H14 1.096, H15 1.090, H16 1.098
7 H 1.841 1.789 0.341  C1 1.092
8 H 3.276 1.393 -0.507  C1 1.101
9 H 3.115 0.886 1.185  C1 1.080
10 H 1.462 -0.768 0.545  C2 1.096
11 H 2.933 -1.030 -0.527  C2 1.087
12 H 1.411 -1.010 -2.175  C3 1.101
13 H 1.036 0.618 -2.070  C3 1.086
14 H -3.185 0.534 0.440  C6 1.096
15 H -3.852 -1.132 0.311  C6 1.090
16 H -4.445 0.228 -0.717  C6 1.098
17 O -0.946 0.200 2.532  H18 0.970, H19 0.991
18 H -0.766 -0.695 2.861  O17 0.970
19 H -1.188 -0.118 1.625  O17 0.991

Summary:
SMILES string ... CCCSSC.O
Total charge ... 0
Gap between HOMO and LUMO ... 0.3140 Eh
HOMO ... -0.2903 Ha



--- iii ---
DFT (the ωB97M-V functional and the def2-TZVPD basis) results for a 2-piece molecular cluster, C4H12OS2 overall.

Bonds (Å) are listed after each position.
CARTESIAN COORDINATES (ANGSTROEM)
1 C 0.504 -1.674 -1.474  C2 1.578, H7 1.153, H8 1.084, H9 1.142
2 C -0.815 -0.968 -1.975  C1 1.578, S3 1.855, H10 1.091, H11 1.125
3 S -0.624 0.776 -2.579  C2 1.855, S4 2.065
4 S -1.450 1.818 -1.000  S3 2.065, C5 1.900
5 C -0.342 1.176 0.403  S4 1.900, C6 1.532, H12 1.165, H13 1.084
6 C 0.107 2.388 1.226  C5 1.532, H14 1.101, H15 1.115, H16 1.087
7 H 0.526 -2.733 -1.930  C1 1.153
8 H 0.525 -1.699 -0.390  C1 1.084
9 H 1.367 -0.988 -1.774  C1 1.142
10 H -1.476 -0.916 -1.109  C2 1.091
11 H -1.422 -1.493 -2.763  C2 1.125
12 H -0.856 0.364 1.060  C5 1.165
13 H 0.516 0.769 -0.121  C5 1.084
14 H 0.746 2.011 2.040  C6 1.101
15 H -0.731 3.033 1.579  C6 1.115
16 H 0.698 2.974 0.527  C6 1.087
17 O 0.781 -1.539 2.434  H18 0.978, H19 0.979
18 H 0.391 -1.182 3.257  O17 0.978
19 H 1.554 -2.119 2.587  O17 0.979

Summary:
SMILES string ... CCSSCC.O
Total charge ... 0
Gap between HOMO and LUMO ... 0.3167 Eh
HOMO ... -0.2978 Ha



--- iv ---
DFT (the ωB97M-V functional and the def2-TZVPD basis) results for a 2-piece molecular cluster, C4H12OS2 overall.

Bonds (Å) are listed after each position.
CARTESIAN COORDINATES (ANGSTROEM)
1 C 2.270 -0.238 -0.862  C2 1.562, H7 1.085, H8 1.085, H9 1.092
2 C 1.172 -1.314 -0.589  C1 1.562, C3 1.519, H10 1.082, H11 1.089
3 C -0.091 -1.096 -1.405  C2 1.519, S4 1.892, H12 1.088, H13 1.081
4 S -0.965 0.581 -1.388  C3 1.892, S5 2.094
5 S -1.561 2.200 -0.200  S4 2.094, C6 1.795
6 C -2.631 1.587 1.105  S5 1.795, H14 1.087, H15 1.084, H16 1.086
7 H 1.705 0.685 -0.946  C1 1.085
8 H 2.925 -0.501 -1.685  C1 1.085
9 H 2.961 -0.303 -0.020  C1 1.092
10 H 0.980 -1.101 0.455  C2 1.082
11 H 1.496 -2.351 -0.667  C2 1.089
12 H -0.862 -1.698 -0.927  C3 1.088
13 H 0.031 -1.218 -2.473  C3 1.081
14 H -2.399 2.177 1.988  C6 1.087
15 H -2.321 0.576 1.345  C6 1.084
16 H -3.706 1.456 1.016  C6 1.086
17 O 0.354 0.286 2.164  H18 0.967, H19 0.966
18 H 0.930 0.510 1.421  O17 0.967
19 H -0.288 -0.237 1.666  O17 0.966

Summary:
SMILES string ... CCCSSC.O
Total charge ... 0
Gap between HOMO and LUMO ... 0.2923 Eh
HOMO ... -0.3073 Ha



Least stable = iv



--- i ---
DFT (the ωB97M-V functional and the def2-TZVPD basis) results for a 2-piece molecular cluster, C4H12OS2 overall.

Bonds (Å) are listed after each position.
CARTESIAN COORDINATES (ANGSTROEM)
1 C -1.178 2.451 0.627  C2 1.493, H7 1.088, H8 1.095, H9 1.092
2 C -0.449 2.209 1.908  C1 1.493, S3 1.814, H10 1.099, H11 1.094
3 S 0.479 0.658 2.064  C2 1.814, S4 2.015
4 S -0.716 -0.947 1.823  S3 2.015, C5 1.861
5 C -0.587 -1.540 0.064  S4 1.861, C6 1.548, H12 1.081, H13 1.088
6 C -1.957 -2.174 -0.281  C5 1.548, H14 1.101, H15 1.087, H16 1.087
7 H -2.091 1.898 0.413  C1 1.088
8 H -0.417 2.281 -0.143  C1 1.095
9 H -1.461 3.489 0.435  C1 1.092
10 H -0.989 2.218 2.866  C2 1.099
11 H 0.339 2.930 2.146  C2 1.094
12 H -0.286 -0.751 -0.612  C5 1.081
13 H 0.029 -2.434 0.116  C5 1.088
14 H -1.789 -2.758 -1.199  C6 1.101
15 H -2.750 -1.483 -0.552  C6 1.087
16 H -2.258 -2.919 0.452  C6 1.087
17 O 5.370 -0.653 -3.308  H18 0.954, H19 0.956
18 H 6.065 -1.294 -3.176  O17 0.954
19 H 4.646 -1.180 -3.641  O17 0.956

Summary:
SMILES string ... CCSSCC.O
Total charge ... 0
Gap between HOMO and LUMO ... 0.3497 Eh
HOMO ... -0.3194 Ha



--- ii ---
DFT (the ωB97M-V functional and the def2-TZVPD basis) results for a 2-piece molecular cluster, C4H12OS2 overall.

Bonds (Å) are listed after each position.
CARTESIAN COORDINATES (ANGSTROEM)
1 C -0.357 -1.309 2.377  C2 1.595, H7 1.093, H8 1.059, H9 1.154
2 C -0.923 -1.683 0.934  C1 1.595, S3 1.838, H10 1.072, H11 1.090
3 S -1.610 -0.268 -0.016  C2 1.838, S4 2.325
4 S -0.340 1.471 0.860  S3 2.325, C5 1.776
5 C 0.492 2.222 -0.518  S4 1.776, C6 1.557, H12 1.146, H13 1.145
6 C -0.226 2.010 -1.882  C5 1.557, H14 1.179, H15 1.120, H16 1.140
7 H 0.006 -2.191 2.911  C1 1.093
8 H -0.901 -0.706 3.057  C1 1.059
9 H 0.591 -0.693 2.145  C1 1.154
10 H -1.784 -2.321 0.909  C2 1.072
11 H -0.085 -2.123 0.392  C2 1.090
12 H 0.538 3.359 -0.385  C5 1.146
13 H 1.579 1.862 -0.491  C5 1.145
14 H 0.528 2.276 -2.749  C6 1.179
15 H -1.152 2.639 -1.921  C6 1.120
16 H -0.546 0.918 -1.948  C6 1.140
17 O 1.324 -2.259 -1.263  H18 0.963, H19 0.984
18 H 1.981 -1.744 -0.783  O17 0.963
19 H 0.884 -1.459 -1.629  O17 0.984

Summary:
SMILES string ... CCSSCC.O
Total charge ... 0
Gap between HOMO and LUMO ... 0.3069 Eh
HOMO ... -0.3129 Ha



Least stable = ii



--- i ---
DFT (the ωB97M-V functional and the def2-TZVPD basis) results for a 2-piece molecular cluster, C4H12OS2 overall.

Bonds (Å) are listed after each position.
CARTESIAN COORDINATES (ANGSTROEM)
1 C -1.512 2.384 -0.704  C2 1.566, H7 1.015, H8 1.062, H9 1.137
2 C -1.636 1.550 0.616  C1 1.566, C3 1.627, H10 1.100, H11 1.089
3 C -0.206 0.843 0.933  C2 1.627, S4 1.768, H12 1.157, H13 1.165
4 S -0.250 -0.801 0.283  C3 1.768, S5 2.151
5 S 1.632 -1.477 1.076  S4 2.151, C6 1.871
6 C 2.781 -0.785 -0.228  S5 1.871, H14 1.102, H15 1.045, H16 1.085
7 H -1.176 1.846 -1.497  C1 1.015
8 H -0.922 3.265 -0.643  C1 1.062
9 H -2.598 2.693 -0.834  C1 1.137
10 H -2.545 0.932 0.583  C2 1.100
11 H -1.792 2.203 1.474  C2 1.089
12 H 0.106 0.762 2.044  C3 1.157
13 H 0.635 1.439 0.390  C3 1.165
14 H 3.603 -1.518 -0.189  C6 1.102
15 H 3.078 0.160 0.106  C6 1.045
16 H 2.364 -0.855 -1.228  C6 1.085
17 O -0.652 -4.550 -0.487  H18 0.957, H19 0.977
18 H -0.465 -3.640 -0.260  O17 0.957
19 H -0.443 -4.450 -1.436  O17 0.977

Summary:
SMILES string ... CCCSSC.O
Total charge ... 0
Gap between HOMO and LUMO ... 0.3501 Eh
HOMO ... -0.3312 Ha



--- ii ---
DFT (the ωB97M-V functional and the def2-TZVPD basis) results for a 2-piece molecular cluster, C4H12OS2 overall.

Bonds (Å) are listed after each position.
CARTESIAN COORDINATES (ANGSTROEM)
1 C 0.607 -0.349 -3.133  C2 1.502, H7 1.085, H8 1.090, H9 1.086
2 C 0.966 0.580 -2.009  C1 1.502, C3 1.540, H10 1.091, H11 1.093
3 C 1.185 -0.127 -0.658  C2 1.540, S4 1.815, H12 1.087, H13 1.081
4 S -0.296 -1.051 -0.161  C3 1.815, S5 2.050
5 S -0.605 -0.311 1.727  S4 2.050, C6 1.794
6 C 0.762 -1.060 2.615  S5 1.794, H14 1.093, H15 1.076, H16 1.081
7 H 0.295 0.197 -4.018  C1 1.085
8 H -0.217 -1.014 -2.875  C1 1.090
9 H 1.414 -1.019 -3.418  C1 1.086
10 H 0.188 1.321 -1.819  C2 1.091
11 H 1.883 1.140 -2.213  C2 1.093
12 H 1.247 0.654 0.095  C3 1.087
13 H 2.105 -0.694 -0.659  C3 1.081
14 H 0.608 -0.879 3.682  C6 1.093
15 H 1.696 -0.591 2.354  C6 1.076
16 H 0.813 -2.131 2.487  C6 1.081
17 O -1.395 2.985 0.148  H18 0.970, H19 0.963
18 H -0.523 3.401 0.062  O17 0.970
19 H -2.006 3.663 -0.160  O17 0.963

Summary:
SMILES string ... CCCSSC.O
Total charge ... 0
Gap between HOMO and LUMO ... 0.3326 Eh
HOMO ... -0.3072 Ha



Least stable = i